(1)
A molecular structure, C27H16Cl3N5O4RhS3 at a distorted geometry, computed with ωB97M-V/def2-TZVPD.

As for the gap between HOMO and LUMO: 6.290 eV. The value obtained for the LUMO energy is 1.36 eV. The total charge is -1. The value obtained for the energy is -116983.0841 eV.

```
59
Properties=species:S:1:pos:R:3:forces:R:3
Rh 0.065 -0.329 0.220 -0.694 0.576 0.700
S 1.497 -2.236 -0.482 -0.983 1.930 0.314
C 0.589 -3.570 0.104 -0.602 -0.786 0.579
C 0.935 -4.844 -0.352 -0.213 0.268 0.162
C 0.192 -5.962 -0.007 -0.713 0.888 0.689
C 0.539 -7.228 -0.512 0.264 -0.705 -0.352
N 0.843 -8.251 -0.939 0.058 -0.195 -0.056
C -0.936 -5.812 0.841 1.019 0.559 -0.468
C -1.244 -4.563 1.352 0.123 0.273 -0.207
C -0.497 -3.434 1.011 0.664 -0.786 -0.495
S -0.921 -1.955 1.771 0.750 1.939 -0.700
C -1.734 -6.924 1.169 -0.428 -0.567 0.209
N -2.393 -7.822 1.448 -0.156 -0.219 0.071
H 1.787 -4.940 -1.009 0.016 -0.092 -0.100
H -2.097 -4.430 2.002 -0.083 -0.098 0.013
O -1.400 -2.450 -1.485 -0.239 0.253 -0.446
S -2.514 -1.590 -1.187 -0.039 -0.453 0.414
O -3.422 -2.034 -0.157 -0.417 0.168 -0.416
N -1.893 -0.135 -0.806 1.950 -2.167 -0.451
C -2.629 0.979 -0.653 -0.775 1.088 0.172
C -3.892 1.205 -1.196 0.489 -0.334 0.183
C -4.502 2.454 -1.099 0.083 0.510 0.294
C -3.903 3.503 -0.446 -0.247 -0.045 -0.175
C -2.661 3.310 0.193 0.113 -0.355 0.033
C -1.992 4.306 0.932 0.201 -0.199 0.095
C -0.813 4.005 1.562 -0.288 0.162 -0.141
C -0.305 2.704 1.471 0.171 -0.202 0.130
N -0.901 1.762 0.781 0.810 -1.224 -0.125
C -2.040 2.036 0.123 -0.757 0.102 -0.435
C -3.474 -1.465 -2.702 0.310 0.019 0.402
C -4.737 -2.028 -2.717 -0.039 -0.069 0.153
C -5.499 -1.958 -3.870 0.025 -0.030 -0.039
C -4.981 -1.338 -4.997 -0.099 0.019 -0.057
C -3.707 -0.789 -4.974 0.062 -0.005 0.013
C -2.942 -0.854 -3.821 0.036 -0.018 -0.060
H -4.397 0.413 -1.723 -0.053 0.097 0.007
H -5.472 2.590 -1.557 -0.031 0.032 -0.028
H -4.381 4.471 -0.407 -0.008 0.104 0.043
H -2.424 5.295 0.999 -0.012 0.074 -0.018
H -0.267 4.748 2.121 0.045 0.059 0.067
H 0.609 2.426 1.979 0.001 0.011 -0.026
H -5.093 -2.512 -1.820 -0.109 0.015 0.072
H -6.492 -2.386 -3.889 -0.017 -0.035 -0.013
H -5.575 -1.285 -5.899 -0.012 0.028 -0.053
H -3.311 -0.312 -5.858 0.056 0.050 -0.069
H -1.945 -0.446 -3.775 0.147 0.151 -0.031
C 4.100 -0.168 1.334 0.567 -0.064 0.112
C 2.707 0.044 1.591 -1.367 0.013 0.133
N 1.570 0.159 1.751 0.942 -0.354 -0.483
H 4.667 0.740 1.536 -0.010 -0.048 -0.035
H 4.205 -0.436 0.282 -0.051 0.015 -0.028
H 4.462 -0.986 1.956 0.025 -0.004 -0.042
Cl 3.367 3.216 -2.575 0.167 0.009 -0.248
C 2.260 3.261 -1.197 -0.446 -0.237 -0.260
Cl 1.608 4.886 -1.013 -0.068 0.197 -0.047
Cl 3.166 2.866 0.263 0.283 0.081 0.370
C 1.086 2.175 -1.480 0.210 1.526 -0.201
O 0.096 2.628 -2.011 -0.398 -0.011 -0.111
O 1.424 1.043 -1.125 -0.234 -1.917 0.988
```
Forces are in eV/Å.

=====

(2)
A molecular structure, C27H16Cl6N2O4PbTe, computed with ωB97M-V/def2-TZVPD.

As for the gap between HOMO and LUMO: 6.024 eV. The value obtained for the LUMO energy is 3.99 eV. The total charge is -2. The value obtained for the energy is -127108.6879 eV.

```
57
Properties=species:S:1:pos:R:3:forces:R:3
Pb 0.979 -0.758 0.149 0.472 0.191 0.367
O -1.014 -2.685 3.143 -0.449 0.562 0.502
C -1.174 -1.270 3.109 0.025 -0.361 -0.296
C -2.167 -0.858 2.044 0.121 0.008 -0.302
C -3.470 -0.492 2.365 -0.036 -0.018 0.048
C -4.359 -0.177 1.350 -0.026 0.034 -0.034
C -3.928 -0.248 0.033 -0.064 0.005 0.049
C -2.617 -0.625 -0.207 0.210 -0.062 0.134
N -1.753 -0.905 0.769 -0.197 -0.065 0.147
H -0.423 -2.964 2.424 0.269 0.164 -0.395
H -0.235 -0.725 2.959 0.040 -0.104 -0.069
H -1.565 -0.963 4.074 -0.041 -0.025 0.216
H -3.773 -0.467 3.406 0.018 0.009 -0.088
H -5.379 0.115 1.583 0.083 -0.022 -0.015
H -4.590 -0.020 -0.795 0.037 -0.019 0.051
H -2.232 -0.730 -1.221 -0.016 0.039 0.109
Cl 3.007 -7.290 2.278 0.009 0.298 -0.112
C 3.057 -5.662 1.643 0.017 0.212 -0.091
C 4.242 -5.118 1.166 -0.183 0.153 -0.032
Cl 5.717 -6.053 1.192 -0.211 0.116 0.007
C 4.251 -3.803 0.656 -0.117 -0.059 0.051
Cl 5.725 -3.093 0.055 -0.132 -0.112 0.076
C 3.095 -3.002 0.609 0.142 0.012 -0.031
O 3.078 -1.784 0.165 0.056 -0.215 0.121
C 1.871 -3.579 1.094 -0.214 -0.009 -0.006
O 0.763 -2.852 1.035 0.312 -0.226 0.215
C 1.884 -4.877 1.600 0.087 -0.034 -0.027
Cl 0.368 -5.507 2.182 0.177 -0.096 -0.041
Cl 2.542 3.101 4.493 -0.111 0.120 -0.169
C 1.599 3.640 3.115 -0.091 0.184 -0.096
C 1.465 5.010 2.890 0.100 -0.209 0.170
C 0.726 5.498 1.843 -0.085 -0.090 -0.107
Cl 0.584 7.247 1.629 0.005 -0.233 -0.003
C 0.079 4.606 0.953 0.014 0.004 0.004
C -0.708 5.016 -0.147 0.044 -0.034 0.041
C -1.304 4.087 -0.952 -0.067 -0.094 -0.089
C -1.117 2.720 -0.668 0.175 0.029 0.182
N -0.386 2.297 0.341 -0.032 0.325 0.083
C 0.214 3.202 1.164 -0.129 -0.298 -0.095
C 0.992 2.638 2.301 0.006 -0.146 -0.006
O 1.088 1.411 2.511 -0.137 0.225 -0.162
H 1.951 5.702 3.567 0.002 -0.036 -0.008
H -0.828 6.073 -0.339 -0.009 0.074 -0.011
H -1.910 4.388 -1.802 0.052 -0.029 0.087
H -1.585 1.960 -1.297 0.084 0.135 0.158
Te 0.268 -2.353 -2.224 -0.248 -0.320 -0.629
C -0.027 -1.010 -3.838 -0.042 0.204 -0.170
C -0.042 -1.484 -5.161 -0.074 0.258 -0.031
C -0.264 -0.619 -6.234 0.054 -0.042 0.329
C -0.464 0.744 -6.022 0.044 -0.168 0.097
C -0.440 1.231 -4.720 0.023 -0.252 0.161
C -0.232 0.366 -3.644 0.063 -0.040 -0.226
H 0.124 -2.544 -5.346 -0.030 0.186 0.024
H -0.268 -1.012 -7.244 -0.007 -0.033 -0.042
H -0.627 1.415 -6.858 0.005 -0.039 0.032
H -0.580 2.290 -4.534 0.001 -0.015 0.027
H -0.207 0.773 -2.636 -0.001 -0.047 -0.106
```
Forces are in eV/Å.

=====

- Among the records above, which one has the lowest total charge?
  C27H16Cl6N2O4PbTe